Formula: C40H66Ge2N4O5PS4SiTi
Source: the Open Molecules 2025 dataset
Level of theory: ωB97M-V/def2-TZVPD

Values from the calculation:
- E_HOMO (spin up / spin down) (eV) = -3.66 / -3.67
- LUMO energy (spin up / spin down) (eV) = 1.6 / 1.6
- energy above the lowest of the compared OMol25 structures with the same formula, charge and spin (kcal per mole) = 1.72
- multiplicity = 1
- total charge = -1
- total energy (eV) = -255406.9745

Geometry (Å):
Ti  0.651  -0.205  0.174
C  3.640  -0.796  -3.507
C  2.150  -0.658  -3.795
Ge  1.070  0.411  -2.465
C  -0.565  0.470  -3.644
C  -1.680  1.449  -3.307
C  2.090  2.102  -2.628
C  2.922  2.420  -1.628
Ge  2.826  1.237  -0.007
C  4.377  -0.039  -0.107
C  5.240  -0.105  1.152
C  3.175  2.396  1.597
C  2.809  3.872  1.450
C  3.880  3.544  -1.736
C  3.518  4.755  -2.334
C  4.415  5.810  -2.418
C  5.700  5.680  -1.908
C  6.074  4.484  -1.306
C  5.172  3.436  -1.214
H  4.168  -1.305  -4.322
H  3.815  -1.362  -2.593
H  4.103  0.185  -3.376
H  1.691  -1.641  -3.934
H  2.007  -0.111  -4.735
H  -0.937  -0.561  -3.594
H  -0.227  0.619  -4.676
H  -1.909  1.413  -2.242
H  -2.608  1.251  -3.864
H  -1.398  2.480  -3.531
H  2.142  2.665  -3.567
H  4.989  0.202  -0.981
H  3.935  -1.017  -0.296
H  5.759  0.839  1.344
H  6.004  -0.886  1.078
H  4.626  -0.330  2.026
H  4.223  2.302  1.894
H  2.591  1.946  2.403
H  3.464  4.385  0.745
H  2.873  4.405  2.405
H  1.789  3.995  1.082
H  2.510  4.865  -2.715
H  4.107  6.742  -2.876
H  6.400  6.505  -1.968
H  7.072  4.372  -0.899
H  5.462  2.512  -0.727
S  1.556  -2.315  -1.101
S  2.504  -3.700  0.117
S  1.329  -4.240  1.734
S  1.575  -2.908  3.248
C  -0.080  -5.894  -0.896
N  -1.143  -5.172  -0.073
C  -2.433  -5.939  -0.182
N  -2.832  -6.074  -1.551
C  -1.776  -6.759  -2.298
N  -0.498  -6.069  -2.246
C  -0.518  -4.784  -2.953
P  -1.745  -3.560  -2.285
C  -1.344  -3.748  -0.493
C  -3.165  -4.780  -2.185
H  0.063  -6.858  -0.403
H  0.831  -5.298  -0.835
H  -0.759  -5.122  0.883
H  -3.185  -5.401  0.395
H  -2.263  -6.925  0.255
H  -2.090  -6.855  -3.337
H  -1.649  -7.759  -1.875
H  -0.733  -4.960  -4.010
H  0.469  -4.322  -2.883
H  -2.166  -3.363  0.111
H  -0.444  -3.190  -0.233
H  -3.554  -4.991  -3.183
H  -3.978  -4.313  -1.621
O  -0.163  -1.520  1.572
C  0.831  -1.237  2.419
O  1.819  -0.617  1.748
C  0.392  -0.513  3.687
C  1.272  0.335  4.339
C  0.895  1.045  5.486
C  -0.385  0.853  5.936
O  -1.034  1.459  6.995
C  -2.208  0.680  7.168
O  -2.487  0.035  5.934
C  -1.261  -0.004  5.293
C  -0.908  -0.704  4.173
H  2.265  0.453  3.928
H  1.574  1.725  5.983
H  -3.039  1.330  7.435
H  -2.028  -0.080  7.940
H  -1.589  -1.377  3.671
C  -0.145  4.054  -1.087
Si  -1.007  3.194  0.349
C  -1.021  4.439  1.779
C  -2.836  3.103  -0.161
C  -0.314  1.581  0.936
H  -0.748  4.928  -1.360
H  -0.034  3.415  -1.964
H  0.854  4.401  -0.824
H  -1.261  5.449  1.432
H  -0.044  4.474  2.267
H  -1.754  4.159  2.541
H  -3.114  4.046  -0.643
H  -3.496  2.981  0.702
H  -3.044  2.299  -0.871
H  -1.152  1.094  1.469
H  0.389  1.861  1.735
O  -1.447  -0.555  -0.694
C  -2.627  -0.739  -0.398
C  -3.095  -1.050  1.001
C  -3.938  0.039  1.665
C  -5.385  0.101  1.186
C  -5.568  0.346  -0.309
C  -4.997  -0.756  -1.198
N  -3.555  -0.708  -1.379
H  -2.181  -1.243  1.562
H  -3.687  -1.977  0.960
H  -3.446  1.002  1.526
H  -3.932  -0.149  2.741
H  -5.909  0.886  1.738
H  -5.883  -0.841  1.447
H  -5.112  1.297  -0.597
H  -6.638  0.426  -0.520
H  -5.427  -0.677  -2.197
H  -5.296  -1.736  -0.807
H  -3.183  -0.447  -2.282